# C11H14BCoN7O

A molecular structure, C11H14BCoN7O in a non-equilibrium geometry (wB97M-V/def2-TZVPD, the Open Molecules 2025 dataset).

Results
E_HOMO (alpha / beta) ... -8.9 / -8.8 eV
ΔE to the lowest compared entry with this formula, charge and spin ... 0.000 eV
LUMO level (alpha / beta) ... 0.5827 / 0.1083 eV
Electronic energy ... -62417.6862 eV
Spin multiplicity ... 4

Geometry as XYZ:
```
35
Properties=species:S:1:pos:R:3:nbo_charge:R:1
Co 0.71 -0.35 0.52 1.41
O 4.02 -2.29 2.16 -0.59
N 1.07 -0.49 -1.34 -0.40
N -0.33 1.52 0.04 -0.39
N 0.06 -0.22 -2.22 -0.32
N -0.79 -1.30 0.38 -0.42
N -1.69 -0.94 -0.60 -0.30
N 2.09 -1.26 1.19 -0.99
N -1.21 1.45 -0.99 -0.33
C -1.38 -2.26 1.17 0.00
C 1.91 -0.54 -3.42 -0.35
C 1.77 0.54 4.16 -0.86
C -1.88 2.62 -1.18 -0.01
C 3.06 -1.78 1.67 0.80
C 2.20 -0.70 -2.07 -0.01
C -0.40 2.80 0.49 -0.02
C -2.86 -1.57 -0.38 0.02
C -2.69 -2.43 0.71 -0.35
C -1.37 3.52 -0.25 -0.35
C 0.55 -0.20 -3.48 0.01
B -1.35 0.11 -1.70 0.54
H 1.07 -0.29 4.20 0.21
H 1.28 1.49 4.33 0.21
H -1.69 4.54 -0.11 0.23
H -3.67 -1.35 -1.04 0.23
H 0.20 3.12 1.31 0.22
H -3.41 -3.13 1.12 0.24
H 2.18 0.53 3.16 0.22
H -0.12 0.01 -4.31 0.23
H -0.79 -2.67 1.97 0.24
H -2.64 2.70 -1.96 0.23
H 2.59 0.36 4.86 0.22
H 2.60 -0.67 -4.25 0.24
H -2.18 0.07 -2.59 -0.02
H 3.11 -0.94 -1.54 0.24
```